1.
A 13-piece molecular cluster, C28H80Cl8O30P6 overall in a non-equilibrium geometry. Source: the Open Molecules 2025 dataset; level of theory: the ωB97M-V functional and the def2-TZVPD basis.

Results
E_tot (a.u.): -9101.990160

Last column: Mulliken charge in e.
Atoms and positions in Å:
C (23.100, -18.514, 10.650)  -0.12
O (23.800, -17.723, 9.678)  -0.13
P (23.514, -16.139, 9.653)  0.79
O (24.356, -15.397, 10.687)  -0.77
O (23.836, -15.685, 8.085)  -0.32
C (22.810, -15.581, 7.162)  -0.60
O (21.909, -15.966, 9.822)  -0.10
C (21.186, -14.755, 9.860)  -0.85
H (22.523, -19.352, 10.260)  -0.20
H (22.344, -17.869, 11.097)  0.22
H (23.719, -18.733, 11.520)  0.33
H (22.304, -14.619, 7.251)  0.28
H (22.197, -16.467, 7.327)  0.28
H (23.276, -15.739, 6.189)  0.26
H (21.793, -13.908, 9.540)  0.37
H (20.695, -14.639, 10.826)  0.24
H (20.492, -14.865, 9.027)  0.33
C (23.561, -23.210, 4.919)  -0.85
O (22.885, -24.336, 4.392)  -0.29
P (23.435, -25.798, 4.945)  0.90
O (24.874, -25.945, 4.537)  -0.75
O (22.418, -26.884, 4.258)  -0.15
C (22.502, -28.292, 4.497)  -0.49
O (23.228, -25.794, 6.539)  -0.37
C (21.959, -25.839, 7.124)  0.68
H (22.745, -22.609, 5.320)  0.17
H (23.885, -22.705, 4.009)  0.35
H (24.447, -23.397, 5.525)  0.44
H (23.147, -28.701, 5.276)  0.35
H (22.841, -28.886, 3.648)  0.35
H (21.501, -28.723, 4.509)  -0.05
H (21.623, -26.800, 7.511)  -0.04
H (21.153, -25.555, 6.447)  -0.60
H (21.780, -25.114, 7.918)  0.05
C (14.103, -22.928, 11.867)  -0.39
O (13.231, -21.909, 11.433)  -0.38
P (13.413, -21.361, 9.932)  0.73
O (14.814, -21.180, 9.478)  -0.15
O (12.535, -19.995, 9.864)  -0.44
C (12.864, -19.153, 8.761)  -0.51
O (12.529, -22.333, 8.913)  -0.05
C (11.215, -22.624, 9.326)  -0.91
H (14.860, -23.299, 11.177)  -0.02
H (13.503, -23.756, 12.245)  0.30
H (14.716, -22.533, 12.677)  0.26
H (11.992, -18.651, 8.342)  0.35
H (13.433, -19.624, 7.959)  -0.03
H (13.454, -18.258, 8.962)  0.31
H (10.986, -23.567, 9.823)  0.29
H (10.615, -22.585, 8.417)  0.30
H (10.681, -21.922, 9.967)  0.34
C (19.725, -23.666, 5.141)  -0.41
O (20.424, -23.440, 6.383)  1.34
P (19.685, -22.470, 7.472)  -1.23
O (19.349, -21.069, 7.043)  -0.38
O (18.353, -23.342, 7.890)  0.55
C (17.666, -23.137, 9.105)  0.46
O (20.710, -22.501, 8.792)  -0.05
C (22.114, -22.199, 8.583)  -0.71
H (19.788, -24.750, 5.050)  0.18
H (20.252, -23.214, 4.301)  0.19
H (18.751, -23.176, 5.149)  -0.12
H (18.006, -23.890, 9.816)  0.31
H (16.604, -23.306, 8.929)  -0.41
H (17.705, -22.145, 9.554)  -0.42
H (22.462, -21.620, 9.439)  0.16
H (22.425, -21.572, 7.747)  0.26
H (22.600, -23.175, 8.609)  0.31
C (15.598, -28.780, 3.865)  -0.89
O (16.354, -27.825, 4.624)  -0.02
P (17.947, -28.173, 4.779)  0.25
O (18.687, -27.190, 5.597)  0.24
O (17.945, -29.739, 5.221)  -0.47
C (18.975, -30.376, 5.889)  -0.63
O (18.585, -28.424, 3.257)  -0.25
C (18.825, -29.674, 2.613)  -0.75
H (15.515, -29.742, 4.370)  0.35
H (16.005, -29.136, 2.918)  0.31
H (14.587, -28.386, 3.764)  0.29
H (18.619, -30.896, 6.779)  0.25
H (19.777, -29.693, 6.171)  0.13
H (19.560, -31.167, 5.421)  0.35
H (18.221, -29.655, 1.706)  0.32
H (18.677, -30.486, 3.325)  0.34
H (19.841, -29.676, 2.218)  0.21
C (18.594, -30.436, 12.362)  -0.82
O (18.467, -29.306, 11.496)  -0.31
P (19.570, -29.175, 10.305)  0.51
O (19.688, -30.298, 9.310)  -0.62
O (19.139, -27.792, 9.646)  0.27
C (17.782, -27.528, 9.218)  -0.20
O (20.872, -28.875, 11.170)  -0.34
C (22.023, -28.259, 10.512)  -0.04
H (19.275, -31.206, 11.999)  0.35
H (17.619, -30.914, 12.266)  0.30
H (18.867, -30.220, 13.395)  0.26
H (17.003, -28.270, 9.395)  0.41
H (17.681, -27.674, 8.142)  -0.09
H (17.511, -26.486, 9.389)  0.10
H (22.472, -27.561, 11.218)  0.25
H (21.779, -27.937, 9.499)  -0.23
H (22.728, -29.074, 10.349)  0.30
C (25.174, -19.819, 6.374)  0.77
C (25.398, -18.659, 5.398)  -0.51
O (24.546, -18.546, 4.252)  -0.47
O (26.408, -19.922, 7.161)  -0.56
H (24.928, -20.785, 5.934)  -0.29
H (24.378, -19.607, 7.089)  -0.04
H (26.421, -18.583, 5.030)  0.36
H (25.266, -17.820, 6.082)  0.20
H (24.824, -19.198, 3.605)  0.26
H (27.201, -20.099, 6.650)  0.30
C (15.966, -20.171, 5.722)  -0.48
C (14.956, -21.318, 5.394)  0.28
O (15.675, -22.283, 4.559)  -0.44
O (16.270, -19.401, 4.612)  -0.46
H (16.920, -20.599, 6.030)  0.00
H (15.457, -19.546, 6.456)  0.51
H (14.031, -20.971, 4.933)  0.28
H (14.764, -21.830, 6.337)  -0.14
H (16.574, -21.982, 4.408)  0.14
H (15.778, -18.580, 4.685)  0.31
C (17.975, -21.780, 1.617)  -0.52
C (18.482, -20.985, 0.418)  -0.26
O (19.042, -21.881, -0.453)  -0.55
O (18.991, -22.620, 2.120)  -0.28
H (17.174, -22.510, 1.497)  0.45
H (17.752, -20.963, 2.303)  0.21
H (19.291, -20.294, 0.654)  0.11
H (17.626, -20.559, -0.106)  0.38
H (19.016, -21.432, -1.301)  0.31
H (19.246, -23.221, 1.417)  0.22
C (20.128, -19.371, 4.559)  1.23
Cl (20.421, -20.161, 3.052)  -0.22
Cl (20.334, -17.662, 4.276)  -0.24
H (19.094, -19.583, 4.830)  -0.65
H (20.729, -19.753, 5.385)  -0.12
C (14.478, -25.236, 6.987)  -0.10
Cl (14.304, -26.940, 6.608)  -0.18
Cl (14.492, -24.896, 8.704)  -0.13
H (15.394, -24.915, 6.491)  0.00
H (13.674, -24.694, 6.489)  0.38
C (19.367, -21.575, 12.184)  0.55
Cl (21.167, -21.472, 11.973)  -0.15
Cl (18.668, -22.953, 13.113)  -0.18
H (19.006, -20.626, 12.581)  0.42
H (18.909, -21.604, 11.196)  -0.62
C (18.261, -18.732, 9.174)  0.89
Cl (17.637, -17.036, 9.374)  -0.21
Cl (19.573, -19.056, 10.368)  -0.10
H (17.444, -19.432, 9.344)  -0.32
H (18.657, -18.970, 8.187)  -0.23

=====

2.
A 11-piece molecular cluster, C28H82F6N6O10P overall in a non-equilibrium geometry. Source: the Open Molecules 2025 dataset; level of theory: the ωB97M-V functional and the def2-TZVPD basis.

Results
E_tot (a.u.): -3137.477331
Charge: -1

Last column: Mulliken charge in e.
Atoms and positions in Å:
P (0.516, -0.660, 1.235)  1.40
F (-0.180, -2.046, 1.800)  -0.29
F (1.844, -1.355, 0.640)  -0.40
F (-0.165, -0.941, -0.236)  -0.19
F (1.118, 0.792, 0.736)  -0.65
F (-0.877, 0.112, 1.707)  -0.47
F (1.341, -0.266, 2.626)  -0.43
C (1.439, -3.421, -3.439)  -1.56
C (0.409, -2.244, -3.563)  0.12
C (-1.059, -2.621, -3.277)  -0.28
O (-1.557, -3.628, -4.173)  -0.41
C (-1.426, -3.407, -5.556)  -0.75
N (0.856, -1.083, -2.814)  -0.06
H (1.377, -3.774, -2.410)  0.30
H (2.423, -2.977, -3.584)  0.33
H (1.156, -4.268, -4.065)  0.43
H (0.396, -1.942, -4.611)  0.63
H (-1.738, -1.774, -3.170)  0.15
H (-1.008, -3.138, -2.319)  0.15
H (-1.769, -4.392, -5.873)  0.32
H (-0.372, -3.347, -5.825)  0.28
H (-1.867, -2.505, -5.981)  0.28
H (1.862, -1.118, -2.741)  0.22
H (0.591, -1.333, -1.872)  -0.19
C (-3.930, -0.672, -0.897)  -0.93
C (-4.130, -1.570, 0.390)  0.35
C (-3.426, -2.952, 0.227)  -0.41
O (-3.758, -3.752, 1.407)  -0.39
C (-3.176, -5.074, 1.248)  -0.75
N (-3.594, -0.894, 1.496)  -0.45
H (-4.608, 0.181, -0.839)  0.38
H (-4.118, -0.950, -1.934)  0.63
H (-2.927, -0.247, -0.928)  -0.18
H (-5.154, -1.845, 0.642)  0.53
H (-2.354, -2.756, 0.204)  -0.08
H (-3.819, -3.399, -0.686)  0.55
H (-3.173, -5.711, 2.132)  0.24
H (-2.118, -4.899, 1.050)  0.22
H (-3.656, -5.690, 0.488)  0.37
H (-3.960, 0.044, 1.422)  0.22
H (-2.634, -0.729, 1.227)  -0.37
C (7.579, 3.376, -0.349)  -1.48
C (6.301, 3.087, -1.022)  1.57
C (5.066, 3.647, -0.424)  -0.83
O (4.909, 3.344, 0.958)  -0.40
C (4.451, 2.025, 1.224)  -0.67
N (6.432, 3.458, -2.435)  -0.74
H (8.451, 3.124, -0.952)  0.38
H (7.741, 2.957, 0.645)  0.33
H (7.646, 4.424, -0.055)  0.34
H (6.005, 2.044, -0.912)  -0.50
H (4.114, 3.427, -0.908)  0.35
H (5.158, 4.709, -0.196)  0.27
H (5.126, 1.230, 0.909)  0.33
H (3.508, 1.712, 0.775)  0.19
H (4.363, 1.863, 2.299)  0.38
H (5.560, 3.482, -2.946)  0.25
H (6.962, 2.754, -2.929)  0.27
C (-3.290, 2.567, 1.988)  -1.45
C (-4.425, 2.699, 0.985)  0.78
C (-3.957, 3.069, -0.399)  -0.46
O (-5.068, 3.343, -1.303)  -0.40
C (-5.043, 4.594, -2.015)  -0.74
N (-5.297, 1.539, 1.191)  -0.61
H (-3.789, 2.300, 2.920)  0.34
H (-2.806, 3.529, 2.154)  0.52
H (-2.724, 1.677, 1.712)  0.04
H (-5.050, 3.560, 1.222)  0.32
H (-3.334, 2.303, -0.861)  -0.40
H (-3.309, 3.945, -0.374)  0.69
H (-4.101, 4.847, -2.502)  0.26
H (-5.368, 5.274, -1.227)  0.32
H (-5.827, 4.632, -2.771)  0.24
H (-5.820, 1.680, 2.044)  0.22
H (-5.984, 1.645, 0.458)  0.27
C (-0.345, 2.809, -1.875)  -0.67
C (-0.997, 2.570, -3.269)  0.70
C (-0.086, 3.293, -4.267)  -1.12
O (-0.215, 4.694, -4.209)  -0.29
C (0.546, 5.345, -5.143)  -0.81
N (-1.155, 1.163, -3.421)  -0.48
H (-0.147, 3.821, -1.523)  0.57
H (0.538, 2.202, -1.677)  0.13
H (-1.100, 2.381, -1.216)  -0.34
H (-1.998, 2.981, -3.402)  0.45
H (-0.334, 2.970, -5.278)  0.47
H (0.897, 2.880, -4.036)  0.22
H (0.522, 4.855, -6.116)  0.35
H (1.564, 5.611, -4.857)  0.26
H (0.020, 6.258, -5.421)  0.27
H (-0.335, 0.716, -3.037)  0.12
H (-1.946, 0.960, -2.827)  0.33
C (-1.030, -3.995, 6.430)  -1.54
C (-1.926, -3.165, 5.567)  0.53
C (-1.223, -1.870, 5.127)  -0.67
O (-2.144, -0.992, 4.475)  -0.33
C (-1.799, 0.314, 4.706)  -0.54
N (-2.247, -3.765, 4.302)  -0.30
H (-0.005, -3.862, 6.085)  0.28
H (-1.304, -5.046, 6.522)  0.41
H (-1.154, -3.658, 7.459)  0.39
H (-2.881, -2.925, 6.033)  0.39
H (-0.409, -2.123, 4.447)  -0.04
H (-0.758, -1.408, 5.998)  0.55
H (-2.466, 1.011, 4.199)  -0.36
H (-0.785, 0.494, 4.349)  0.46
H (-1.837, 0.355, 5.795)  0.58
H (-2.446, -4.746, 4.437)  0.29
H (-1.369, -3.894, 3.820)  -0.04
C (1.275, -4.639, 3.246)  -0.83
O (-0.070, -4.369, 2.798)  -0.54
H (1.934, -4.517, 2.386)  0.25
H (1.651, -3.952, 4.004)  0.30
H (1.376, -5.679, 3.557)  0.29
H (-0.179, -3.549, 2.311)  0.58
C (3.874, -0.088, -2.000)  -0.23
O (3.791, -0.601, -3.320)  -0.53
H (4.892, 0.219, -1.759)  0.25
H (3.280, 0.821, -2.085)  0.22
H (3.387, -0.618, -1.181)  -0.12
H (4.033, 0.120, -3.905)  0.29
C (4.699, -2.999, 0.486)  -0.10
O (5.952, -3.626, 0.116)  -0.54
H (4.006, -3.445, 1.200)  0.14
H (4.902, -2.000, 0.873)  0.15
H (4.155, -2.812, -0.440)  0.06
H (6.446, -3.536, 0.934)  0.31
C (0.575, 3.146, 2.836)  -0.07
O (1.153, 2.570, 3.862)  -0.61
H (-0.488, 2.905, 2.843)  -0.10
H (0.537, 4.235, 2.874)  0.46
H (0.911, 2.895, 1.830)  0.00
H (1.309, 1.669, 3.571)  0.34

=====

3.
A 10-piece molecular cluster, C28H82N14O10 overall in a non-equilibrium geometry. Source: the Open Molecules 2025 dataset; level of theory: the ωB97M-V functional and the def2-TZVPD basis.

Results
E_tot (a.u.): -2634.862525
Structure (SMILES): COC[C@H](C)N.COC[C@H](C)N.COC[C@H](C)N.COC[C@H](C)N.COC[C@H](C)N.COC[C@H](C)N.NC(N)=O.NC(N)=O.NC(N)=O.NC(N)=O
ΔE to the lowest compared entry with this formula, charge and spin (kcal per mole): 134.0

Last column: Mulliken charge in e.
Atoms and positions in Å:
C (4.707, -1.962, 2.175)  -0.76
O (3.801, -3.030, 2.598)  -0.51
C (3.013, -3.415, 1.416)  0.04
C (2.007, -4.420, 1.893)  0.24
C (1.444, -5.194, 0.750)  -1.52
N (0.931, -3.767, 2.601)  -0.42
H (5.454, -1.745, 2.938)  0.36
H (4.141, -1.081, 1.871)  0.26
H (5.306, -2.227, 1.304)  0.31
H (2.419, -2.613, 0.978)  -0.30
H (3.712, -3.809, 0.678)  0.48
H (2.335, -5.055, 2.716)  0.47
H (2.182, -5.881, 0.337)  0.39
H (1.101, -4.527, -0.041)  0.23
H (0.540, -5.744, 1.009)  0.41
H (0.298, -4.484, 2.925)  0.14
H (1.376, -3.539, 3.479)  0.28
C (6.767, -1.263, -2.608)  -0.47
O (7.315, -0.625, -1.455)  -0.49
C (6.419, 0.039, -0.510)  0.20
C (6.038, 1.523, -0.819)  0.11
C (4.988, 2.164, 0.131)  -1.01
N (5.431, 1.691, -2.163)  -0.68
H (7.676, -1.630, -3.085)  0.26
H (6.173, -0.579, -3.213)  0.19
H (6.107, -2.016, -2.178)  0.19
H (5.515, -0.530, -0.288)  -0.44
H (6.932, -0.005, 0.451)  0.45
H (6.887, 2.204, -0.876)  0.40
H (4.063, 1.593, 0.212)  -0.06
H (4.660, 3.175, -0.113)  0.35
H (5.247, 2.114, 1.188)  0.43
H (5.649, 2.638, -2.438)  0.30
H (5.880, 1.131, -2.873)  0.09
C (-0.710, 0.531, 4.637)  -0.72
O (-1.909, 1.301, 4.494)  0.06
C (-2.622, 1.564, 5.699)  -1.00
C (-3.490, 2.865, 5.488)  0.34
C (-2.510, 4.024, 5.273)  -1.05
N (-4.248, 3.107, 6.679)  -0.69
H (-0.311, 0.224, 3.670)  -0.02
H (-1.020, -0.465, 4.955)  0.40
H (0.019, 1.060, 5.250)  0.40
H (-3.263, 0.745, 6.025)  0.36
H (-1.988, 1.768, 6.562)  0.42
H (-4.146, 2.654, 4.644)  0.23
H (-3.083, 4.922, 5.044)  0.41
H (-1.759, 3.736, 4.538)  0.24
H (-2.020, 4.274, 6.214)  0.23
H (-4.661, 4.023, 6.783)  0.26
H (-3.658, 2.904, 7.474)  0.25
C (-0.616, 0.129, -4.535)  -0.52
O (-0.834, -0.172, -5.953)  -0.35
C (-2.208, -0.167, -6.263)  -0.63
C (-2.531, -0.883, -7.589)  0.63
C (-1.808, -0.138, -8.733)  -1.37
N (-3.888, -1.090, -7.820)  -0.73
H (0.406, 0.297, -4.197)  0.03
H (-1.023, -0.553, -3.789)  0.38
H (-1.093, 1.077, -4.286)  0.33
H (-2.837, -0.728, -5.571)  0.17
H (-2.572, 0.858, -6.206)  0.34
H (-2.162, -1.908, -7.568)  0.21
H (-2.004, -0.519, -9.735)  0.40
H (-0.719, -0.168, -8.771)  0.31
H (-2.086, 0.913, -8.653)  0.32
H (-4.148, -1.431, -8.734)  0.23
H (-4.179, -1.788, -7.151)  0.26
C (-2.505, -2.400, 3.377)  -0.56
O (-3.437, -2.826, 2.448)  -0.41
C (-2.939, -3.712, 1.387)  0.07
C (-3.751, -5.050, 1.482)  0.32
C (-3.452, -5.761, 2.761)  -1.37
N (-3.398, -5.985, 0.407)  -0.77
H (-2.514, -3.047, 4.254)  0.32
H (-2.659, -1.351, 3.629)  0.23
H (-1.457, -2.371, 3.079)  0.04
H (-3.148, -3.269, 0.414)  0.22
H (-1.878, -3.938, 1.289)  -0.15
H (-4.799, -4.805, 1.310)  0.32
H (-3.729, -5.206, 3.656)  0.28
H (-2.365, -5.810, 2.813)  0.25
H (-3.920, -6.746, 2.790)  0.43
H (-4.146, -6.664, 0.444)  0.28
H (-2.701, -6.628, 0.755)  0.29
C (-1.344, 6.968, 3.507)  -0.62
O (-0.917, 6.019, 2.553)  -0.36
C (-1.884, 5.538, 1.622)  -0.90
C (-1.302, 4.357, 0.808)  0.17
C (-0.661, 3.256, 1.680)  -0.99
N (-0.410, 4.685, -0.234)  -0.67
H (-2.207, 7.544, 3.172)  0.33
H (-0.720, 7.811, 3.802)  0.30
H (-1.610, 6.386, 4.389)  0.09
H (-2.760, 5.211, 2.183)  0.35
H (-2.296, 6.275, 0.933)  0.45
H (-2.119, 3.784, 0.371)  0.32
H (-1.409, 2.649, 2.190)  0.25
H (-0.080, 3.824, 2.407)  0.45
H (0.086, 2.565, 1.290)  0.18
H (0.471, 4.930, 0.196)  0.28
H (-0.158, 3.865, -0.767)  0.33
N (-4.710, -1.097, 0.284)  -0.31
C (-4.000, -0.520, -0.623)  0.63
N (-4.706, -0.160, -1.625)  -0.44
O (-2.779, -0.550, -0.656)  -0.85
H (-5.701, -1.121, 0.090)  0.16
H (-4.208, -1.613, 0.992)  0.22
H (-5.713, -0.128, -1.560)  0.17
H (-4.206, 0.376, -2.320)  0.26
N (0.890, 3.737, -3.861)  -0.40
C (1.473, 2.920, -3.072)  0.63
N (2.180, 2.067, -3.754)  -0.21
O (1.379, 2.780, -1.897)  -0.61
H (1.102, 3.751, -4.848)  0.17
H (0.218, 4.279, -3.337)  0.27
H (2.622, 1.289, -3.285)  -0.22
H (2.242, 2.083, -4.762)  0.18
N (2.414, -1.877, -2.428)  -0.06
C (3.326, -1.121, -2.880)  0.54
N (3.427, -0.123, -2.040)  1.22
O (3.989, -1.330, -3.889)  -0.82
H (1.984, -1.741, -1.525)  -0.06
H (2.253, -2.720, -2.960)  0.23
H (4.167, 0.558, -2.129)  0.17
H (2.974, -0.137, -1.137)  -0.55
N (-0.011, 0.408, -0.810)  0.09
C (0.621, -0.160, 0.105)  0.56
N (-0.187, -0.904, 0.756)  0.46
O (1.813, -0.031, 0.254)  -0.82
H (0.453, 1.078, -1.407)  -0.12
H (-0.982, 0.146, -0.907)  0.18
H (-1.150, -0.821, 0.463)  -0.13
H (0.111, -1.512, 1.505)  -0.32

=====

| no. | gap between HOMO and LUMO (eV) | E_HOMO (eV) |
| --- | --- | --- |
| 1 | 10.1 | -9.86 |
| 2 | 7.9 | -5.88 |
| 3 | 8.7 | -8.39 |